1.
Here is a structure of composition C48H38BrF6IrN5O5P2S3 in a non-equilibrium geometry from the Open Molecules 2025 dataset. Energies are from the ωB97M-V functional and the def2-TZVPD basis.

The geometry in XYZ format:
```
109
C48H38BrF6IrN5O5P2S3, DFT the ωB97M-V functional and the def2-TZVPD basis
Ir -0.635 -0.121 -0.641
Br -5.557 0.462 8.501
C -3.932 1.111 7.813
C -3.525 2.411 8.109
C -2.336 2.883 7.606
C -1.549 2.066 6.772
C -1.955 0.739 6.508
C -3.138 0.274 7.031
N -0.361 2.545 6.329
N 0.503 2.244 5.535
C 0.626 1.968 4.244
C 1.901 1.511 3.826
C 2.135 1.066 2.559
C 1.107 1.074 1.588
O 1.273 0.642 0.410
C -0.167 1.681 1.948
N -1.060 1.786 0.940
C -2.214 2.377 1.205
C -2.576 2.808 2.482
C -1.680 2.679 3.512
C -0.421 2.121 3.254
H -4.141 3.036 8.740
H -2.002 3.885 7.844
H -1.327 0.101 5.905
H -3.452 -0.742 6.836
H 2.683 1.465 4.574
H 3.102 0.673 2.273
H -2.893 2.524 0.380
H -3.556 3.233 2.646
H -1.938 3.018 4.505
C 0.429 -1.692 -3.858
C 1.715 -0.933 -3.572
P 1.566 0.355 -2.259
C 3.296 0.494 -1.721
C 3.885 -0.599 -1.083
C 5.225 -0.568 -0.742
C 5.990 0.556 -1.029
C 5.409 1.645 -1.658
C 4.064 1.624 -1.997
C 1.259 1.965 -3.038
C 1.208 3.055 -2.163
C 1.037 4.337 -2.656
C 0.875 4.539 -4.021
C 0.893 3.455 -4.886
C 1.091 2.169 -4.402
P -0.344 -2.245 -2.274
C -1.792 -3.199 -2.770
C -2.170 -4.293 -1.985
C -3.341 -4.975 -2.264
C -4.157 -4.559 -3.308
C -3.785 -3.475 -4.090
C -2.611 -2.790 -3.820
C 0.840 -3.467 -1.651
C 1.579 -3.201 -0.502
C 2.516 -4.122 -0.054
C 2.702 -5.311 -0.742
C 1.951 -5.588 -1.879
C 1.022 -4.670 -2.337
H 0.640 -2.581 -4.455
H -0.281 -1.065 -4.394
H 2.117 -0.461 -4.471
H 2.477 -1.621 -3.204
H 3.292 -1.476 -0.861
H 5.679 -1.422 -0.256
H 7.039 0.578 -0.765
H 6.006 2.515 -1.900
H 3.625 2.473 -2.501
H 1.329 2.874 -1.100
H 1.032 5.182 -1.979
H 0.739 5.542 -4.403
H 0.778 3.614 -5.951
H 1.126 1.338 -5.096
H -1.553 -4.599 -1.151
H -3.621 -5.824 -1.655
H -5.088 -5.073 -3.504
H -4.418 -3.156 -4.907
H -2.335 -1.940 -4.429
H 1.396 -2.281 0.040
H 3.093 -3.919 0.839
H 3.425 -6.032 -0.388
H 2.086 -6.524 -2.404
H 0.433 -4.886 -3.220
F -2.909 -3.297 3.414
C -1.856 -3.240 2.609
F -0.814 -3.808 3.201
F -2.117 -3.884 1.481
S -1.448 -1.449 2.316
O -0.389 -1.467 1.313
O -1.091 -0.986 3.615
N -2.778 -0.747 1.825
S -3.254 -0.909 0.333
O -2.411 -1.824 -0.417
O -3.572 0.322 -0.320
C -4.878 -1.789 0.506
F -5.767 -0.988 1.070
F -4.711 -2.870 1.258
F -5.295 -2.148 -0.698
S -1.817 0.576 -2.859
C -2.314 2.190 -3.084
N -2.802 2.528 -4.304
C -3.307 3.745 -4.601
C -3.342 4.721 -3.652
C -2.822 4.433 -2.380
C -2.303 3.193 -2.104
H -2.799 1.802 -5.008
H -3.669 3.893 -5.608
H -3.767 5.687 -3.876
H -2.830 5.201 -1.618
H -1.884 2.944 -1.142
```

The calculation puts the HOMO energy (spin up / spin down) at -12.0 / -13.1 eV. The lowest unoccupied orbital energy (spin up / spin down) is -6.114 / -7.035 eV. The spin multiplicity is 6. The value obtained for the energy is -7656.09122 Ha. The net charge is +2. The value obtained for the gap between HOMO and LUMO (spin up / spin down) is 5.900 / 6.106 eV.

2.
Here is a cluster of 2 separate species, C9H14 in total in a non-equilibrium geometry from the Open Molecules 2025 dataset. Energies are from the ωB97M-V functional and the def2-TZVPD basis.

The geometry in XYZ format:
```
23
C9H14, DFT the ωB97M-V functional and the def2-TZVPD basis
C -3.061 -0.570 0.732
C -3.322 0.323 -0.478
H -2.576 -0.025 1.641
H -4.019 -0.817 0.967
H -2.400 -1.401 0.501
H -4.349 0.615 -0.551
H -3.137 -0.148 -1.455
H -2.896 1.337 -0.366
C 0.510 0.082 2.281
C 1.715 -0.105 -1.887
C 2.650 -0.192 -0.812
C 0.397 0.110 -1.518
C 2.196 -0.212 0.480
C -0.081 0.400 -0.229
C 0.848 0.068 0.848
H 1.874 -0.486 -2.888
H 3.701 -0.001 -1.008
H -0.336 0.180 -2.297
H 2.857 -0.371 1.352
H -1.069 0.835 -0.058
H 1.055 -0.551 2.857
H -0.577 0.224 2.350
H 0.756 1.177 2.451
```

The calculation puts the HOMO energy (spin up / spin down) at -14.7 / -14.7 eV. The lowest unoccupied orbital energy (spin up / spin down) is -4.411 / -8.047 eV. The spin multiplicity is 2. The value obtained for the energy is -350.95307 Ha. The net charge is +1. The value obtained for the gap between HOMO and LUMO (spin up / spin down) is 10.313 / 6.607 eV. As for the energy relative to the best compared isomer or geometry (same formula, charge and spin): 146.8 kJ/mol.